DFT (the ωB97M-V functional and the def2-TZVPD basis) results for a structure of composition C51H57AsN7PtS in a non-equilibrium geometry.

Last column: Löwdin spin population.
Cartesian coordinates (Å):
Pt  13.06988  10.44641  10.61232  1.21
C  9.78344  6.36398  12.30438  0.00
N  10.57312  7.55283  12.10499  0.01
C  10.50775  8.43048  13.27697  0.00
C  11.06390  7.97901  10.92048  0.01
N  10.92908  9.22192  10.52893  0.09
C  9.82699  10.03321  10.93778  0.01
C  8.54346  9.55344  11.29246  0.00
C  7.46727  10.37530  11.44666  0.00
C  7.66017  11.73115  11.30510  0.00
C  8.95000  12.22012  11.07349  0.00
C  10.06127  11.40127  10.88027  0.00
N  11.38555  11.91407  10.59814  0.09
C  11.60660  13.22392  10.39874  0.02
N  11.31196  14.15805  11.32400  0.01
C  11.11493  13.76050  12.69209  0.00
C  10.89039  15.52809  10.98641  0.00
N  12.18030  13.65743  9.26000  0.00
C  12.96706  14.87690  9.13519  0.00
C  12.19441  12.86616  8.06093  0.00
N  11.70519  7.10835  10.17299  0.01
C  11.87464  7.25651  8.74298  0.00
C  12.24387  5.86645  10.66316  0.00
H  8.78388  6.60138  12.70818  0.00
H  10.26764  5.63193  12.94491  0.00
H  9.67639  5.84130  11.33442  0.00
H  9.50352  8.41182  13.67920  0.00
H  10.82644  9.41993  13.02894  0.00
H  11.19232  7.93172  13.91020  0.00
H  8.32545  8.51209  11.32030  0.00
H  6.51718  9.87586  11.66854  0.00
H  6.84054  12.43552  11.38518  0.00
H  8.98797  13.26204  10.95518  0.00
H  11.54425  12.72170  12.73733  0.00
H  10.06371  13.67850  12.94684  0.00
H  11.53139  14.39670  13.44010  0.00
H  10.89041  15.73623  9.92907  0.00
H  11.52106  16.29460  11.41662  0.00
H  9.88144  15.57363  11.41993  0.00
H  13.34703  15.28114  10.05471  0.00
H  12.41226  15.62179  8.53112  0.00
H  13.89073  14.64821  8.60022  0.00
H  11.35346  12.16100  7.95538  0.00
H  13.07734  12.21959  7.97495  0.00
H  12.11995  13.53414  7.23454  0.00
H  11.20128  6.58284  8.19548  0.00
H  12.90452  7.09701  8.50097  0.00
H  11.71452  8.30017  8.61049  0.00
H  11.65104  4.94048  10.47408  0.00
H  12.31047  5.94465  11.76572  0.00
H  13.19817  5.66133  10.20758  0.00
C  12.77248  9.64315  17.97766  0.00
C  13.32675  10.23140  16.70940  0.00
C  12.14262  11.14012  16.24235  0.00
C  14.58843  11.20229  17.02054  0.00
C  13.87705  9.21979  15.60189  0.00
C  14.66812  8.10183  15.93514  0.00
C  15.30424  7.31982  14.96203  0.00
C  15.17333  7.61890  13.58805  0.00
S  16.00709  7.07591  12.15046  0.00
C  15.06236  8.20546  11.24967  0.01
N  14.23960  8.92856  11.88819  0.09
C  14.27798  8.64145  13.23536  0.01
C  13.66016  9.42299  14.22604  0.00
C  15.11836  8.31404  9.82049  0.02
C  15.90373  7.48438  9.08099  0.01
C  15.89221  7.55566  7.69206  -0.01
C  15.08823  8.47158  7.11490  0.01
C  14.37575  9.39788  7.86885  0.02
C  14.35109  9.32646  9.27678  0.16
H  12.54565  10.47015  18.63602  0.00
H  13.51198  9.00189  18.44524  0.00
H  11.82148  9.07827  17.78858  0.00
H  12.04302  12.01695  16.86553  0.00
H  11.20716  10.58598  16.19287  0.00
H  12.22809  11.62888  15.28330  0.00
H  14.32493  11.97597  17.77903  0.00
H  14.93156  11.73584  16.12974  0.00
H  15.43464  10.58629  17.37346  0.00
H  14.97095  7.84589  16.89647  0.00
H  15.93811  6.48268  15.28033  0.00
H  13.06834  10.28978  13.90105  0.00
H  16.58081  6.75489  9.51946  0.00
H  16.47653  6.96541  6.98139  0.00
H  15.22658  8.65978  6.08902  0.00
H  14.01898  10.27176  7.29392  0.00
C  18.84079  9.57757  12.43531  0.01
C  18.52866  9.72782  11.04659  0.00
C  17.41272  10.46674  10.69069  0.00
C  16.64505  11.08580  11.66826  0.00
C  16.86470  10.83695  13.02030  0.00
C  18.00688  10.18109  13.42155  0.00
As  15.04071  12.06829  11.14388  0.09
C  15.85930  13.14860  9.76668  0.01
C  16.22801  12.82988  8.49103  0.00
C  16.78795  13.76527  7.68710  0.00
C  16.93349  15.08510  8.14374  0.00
C  16.57641  15.41072  9.44250  0.00
C  16.07452  14.41740  10.27954  0.01
C  15.56147  14.69210  11.59625  0.01
C  15.50211  15.95816  12.18144  0.00
C  14.95740  16.09246  13.45693  0.00
C  14.49576  14.98801  14.14060  0.00
C  14.56912  13.68776  13.53948  0.01
C  15.04198  13.59274  12.27319  0.03
H  19.60845  8.85550  12.76155  0.00
H  19.17537  9.24488  10.30294  0.00
H  17.21837  10.67540  9.66448  0.00
H  16.25525  11.36703  13.74878  0.00
H  18.21968  10.01170  14.44209  0.00
H  16.07548  11.83063  8.00352  0.00
H  17.10676  13.53028  6.68287  0.00
H  17.26104  15.79576  7.48022  0.00
H  16.67618  16.42223  9.72232  0.00
H  15.85753  16.81314  11.61592  0.00
H  14.90413  17.06450  13.85838  0.00
H  14.07486  15.04874  15.14659  0.00
H  14.21735  12.88240  14.15027  0.00

⟨S²⟩: 2.008
ΔE to the lowest compared entry with this formula, charge and spin, kcal per mole: 32.47
Lowest unoccupied orbital energy (spin up / spin down), eV: -2.07 / -2.37
Energy, eV: -139156.48728
Charge: +1
HOMO (spin up / spin down), Eh: -0.322 / -0.354
Gap between HOMO and LUMO (spin up / spin down), eV: 6.692 / 7.259
Multiplicity: 3